Record 1
17
Properties=species:S:1:pos:R:3:lowdin_charge:R:1 method="wB97M-V/def2-TZVPD" lumo_ev=0.7 homo_energy_ev=-7.58 multiplicity=1 gap_ev=8.29 smiles="C1=NNC(=C2CC2)S1.C#N" de_lowest_kcal_mol=77.9
C -3.61 -0.14 -0.09 -0.451
C -1.15 0.17 0.18 -0.568
C 0.03 -2.92 -0.11 -0.069
C 1.19 1.33 0.56 -0.137
C 1.06 1.05 -0.95 -0.108
C 0.05 0.68 0.03 -0.377
N -3.33 0.11 1.11 -0.022
N -1.91 0.07 1.35 -0.032
N 0.66 -1.95 -0.01 0.086
S -2.19 -0.41 -1.16 0.944
H -4.58 -0.30 -0.29 0.033
H -0.62 -3.86 -0.22 0.102
H -1.66 0.78 2.08 0.151
H 1.94 0.85 1.23 0.108
H 0.97 2.43 0.92 0.132
H 1.01 2.02 -1.59 0.129
H 1.87 0.43 -1.28 0.078

Record 2
63
Properties=species:S:1:pos:R:3:lowdin_charge:R:1 method="wB97M-V/def2-TZVPD" lumo_ev=0.6 homo_energy_ev=-9.84 multiplicity=1 gap_ev=10.40 smiles=CCO.CCO.CCO.CCO.CCO.CCO.CCO de_lowest_kcal_mol=41.5
C 24.39 11.68 -16.63 -0.101
C 22.92 11.78 -16.98 -0.335
O 22.66 12.81 -17.91 -0.083
H 25.03 11.47 -17.49 0.071
H 24.54 10.89 -15.90 0.072
H 24.79 12.63 -16.28 0.074
H 22.30 11.90 -16.09 0.110
H 22.60 10.82 -17.41 0.109
H 22.85 12.56 -18.82 0.087
C 19.31 12.65 -18.61 -0.071
C 18.22 13.06 -19.60 -0.306
O 18.26 14.47 -19.83 -0.102
H 18.94 12.77 -17.59 0.070
H 20.20 13.26 -18.75 0.059
H 19.60 11.60 -18.70 0.078
H 17.25 12.81 -19.18 0.083
H 18.39 12.57 -20.55 0.105
H 17.89 14.93 -19.05 0.042
C 17.11 16.67 -22.27 -0.084
C 17.46 17.61 -21.14 -0.301
O 18.41 18.53 -21.71 -0.097
H 16.79 17.21 -23.16 0.078
H 16.35 15.93 -22.01 0.071
H 18.00 16.08 -22.52 0.048
H 17.94 17.15 -20.28 0.092
H 16.55 18.15 -20.85 0.109
H 18.71 19.15 -21.05 0.075
C 14.84 15.06 -18.01 -0.068
C 16.15 15.14 -17.24 -0.303
O 17.05 16.08 -17.84 -0.091
H 14.36 16.03 -17.94 0.079
H 14.22 14.28 -17.56 0.081
H 15.03 14.86 -19.07 0.063
H 16.59 14.14 -17.22 0.101
H 15.90 15.43 -16.21 0.116
H 17.75 16.20 -17.18 0.106
C 18.07 10.08 -23.03 -0.085
C 17.12 9.08 -23.62 -0.318
O 16.35 8.47 -22.57 -0.099
H 17.57 10.76 -22.34 0.059
H 18.46 10.70 -23.84 0.076
H 18.89 9.59 -22.51 0.078
H 17.58 8.28 -24.23 0.110
H 16.39 9.58 -24.27 0.108
H 15.79 7.78 -22.93 0.074
C 14.95 11.01 -19.69 -0.080
C 14.32 11.91 -20.73 -0.336
O 12.92 11.87 -20.58 -0.071
H 14.65 9.98 -19.85 0.077
H 14.56 11.30 -18.71 0.074
H 16.03 11.09 -19.64 0.050
H 14.64 11.56 -21.72 0.108
H 14.69 12.94 -20.64 0.094
H 12.48 12.35 -21.29 0.082
C 20.14 14.33 -23.63 -0.095
C 20.88 15.02 -22.49 -0.306
O 21.10 14.13 -21.40 -0.085
H 20.07 15.00 -24.49 0.074
H 19.13 14.04 -23.35 0.060
H 20.65 13.42 -23.97 0.068
H 20.35 15.93 -22.18 0.101
H 21.87 15.34 -22.84 0.109
H 20.29 14.12 -20.87 0.036

Record 3
17
Properties=species:S:1:pos:R:3:lowdin_charge:R:1 method="wB97M-V/def2-TZVPD" lumo_ev=-7.4 homo_energy_ev=-12.77 multiplicity=1 gap_ev=5.40 charge=+1 de_lowest_kcal_mol=105.0
C -0.56 -2.76 -0.63 -0.142
C -1.00 -1.45 -0.09 -0.276
C 0.01 -0.35 -0.58 -0.291
N -0.40 0.94 -0.01 -0.096
Si 1.39 3.77 1.09 1.171
H -1.15 -3.54 -0.12 0.090
H 0.49 -2.94 -0.44 0.078
H -0.75 -2.94 -1.63 0.053
H -0.91 -1.55 1.08 0.148
H -1.89 -0.99 -0.55 0.115
H -0.11 -0.21 -1.74 0.146
H -1.17 1.51 -0.40 0.094
H 0.66 2.72 0.40 -0.118
H -0.67 0.82 0.94 0.048
H 1.12 -0.59 -0.33 0.131
H 1.56 4.04 2.56 -0.067
H 1.92 5.02 0.50 -0.085

Record 4
21
Properties=species:S:1:pos:R:3:lowdin_charge:R:1 method="wB97M-V/def2-TZVPD" lumo_ev=-0.2 homo_energy_ev=-9.51 multiplicity=1 gap_ev=9.36 de_lowest_kcal_mol=207.3
C -1.09 -2.29 0.49 -0.260
C 0.07 -1.28 -0.09 -0.185
C 1.50 0.68 0.40 -0.270
C 0.56 2.26 -1.02 -0.512
C -0.64 0.96 0.72 -0.208
H -1.83 -3.85 -0.84 0.294
H -2.12 -1.57 0.11 0.151
H -1.23 -2.84 1.49 0.107
H 0.85 -2.28 -0.14 0.174
H -0.50 -1.33 -1.17 0.155
H 1.49 1.44 1.12 0.116
H 2.49 0.37 0.39 0.125
H 2.48 2.03 -0.79 0.145
H -1.25 2.59 -0.30 0.232
H -1.64 0.58 0.94 0.113
H -0.51 1.67 1.52 0.115
N 0.37 -0.07 0.66 -0.114
N 1.64 1.50 -0.71 0.081
N -0.65 1.55 -0.66 0.078
O -0.55 -3.46 -0.40 -0.319
O 0.55 3.35 -1.71 -0.020

Record 5
7
Properties=species:S:1:pos:R:3:lowdin_charge:R:1 method="wB97M-V/def2-TZVPD" lumo_ev="-1.9 / -2.5" homo_energy_ev="-10.16 / -9.22" multiplicity=1 gap_ev="8.24 / 6.72" de_lowest_kcal_mol=58.0
C -2.49 -1.11 -1.02 -0.439
C -2.63 -0.11 -0.07 -1.264
N -2.45 -1.96 -1.79 0.186
S 0.33 -0.89 0.26 0.413
Cl -2.41 1.51 -0.57 0.677
Cl -3.31 -0.40 1.43 0.716
H 0.65 -1.67 -0.75 -0.289

Record 6
43
Properties=species:S:1:pos:R:3:lowdin_charge:R:1 method="wB97M-V/def2-TZVPD" lumo_ev=-3.2 homo_energy_ev=-12.90 multiplicity=1 gap_ev=9.65 charge=+1
C 0.84 2.68 -2.03 -0.096
C 1.55 1.65 -1.16 -0.249
C 2.57 2.27 -0.19 -0.189
C 2.64 1.65 1.21 -0.174
C 1.26 1.45 1.86 -0.469
C 0.91 -0.07 1.88 -0.225
C -0.49 -0.56 2.29 -0.349
C -0.58 -2.10 2.15 -0.162
C -1.56 -2.57 1.08 -0.119
C -1.36 -1.93 -0.30 -0.312
C -2.59 -1.15 -0.76 -0.097
C -2.35 -0.08 -1.84 -0.204
O -0.99 -0.12 -2.24 -0.082
O -1.09 -2.98 -1.24 -0.015
C -0.12 -2.76 -2.17 -0.330
O 1.03 -2.71 -1.90 0.119
H 0.49 2.26 -2.98 0.065
H 1.52 3.50 -2.30 0.082
H -0.02 3.13 -1.53 0.070
H 0.80 1.05 -0.63 0.071
H 2.06 0.94 -1.82 0.122
H 3.56 2.16 -0.64 0.120
H 2.39 3.35 -0.10 0.114
H 3.15 0.68 1.16 0.121
H 3.26 2.29 1.84 0.118
H 0.48 1.98 1.35 -0.258
H 1.27 1.78 2.90 0.097
H 1.63 -0.49 2.59 0.138
H 1.13 -0.46 0.88 0.112
H -0.71 -0.27 3.32 0.099
H -1.22 -0.08 1.67 -0.064
H 0.42 -2.48 1.93 0.126
H -0.88 -2.55 3.10 0.120
H -1.46 -3.66 0.98 0.132
H -2.58 -2.39 1.42 0.121
H -0.47 -1.29 -0.28 0.123
H -3.06 -0.68 0.12 0.108
H -3.30 -1.90 -1.12 0.135
H -3.01 -0.24 -2.70 0.125
H -2.60 0.92 -1.45 0.106
H -0.87 0.37 -3.06 0.100
H -0.52 -2.70 -3.20 0.149
Cs -1.15 2.12 1.93 1.601